Entry 1:
Entry from OMol25: a gas-phase ion, C4H4NO (charge +1) in a non-equilibrium geometry (the ωB97M-V functional and the def2-TZVPD basis).

Calculated values
molecular weight: 82.1 g/mol
LUMO level: -6.05 eV
total charge: +1
HOMO energy: -15.9 eV
HOMO-LUMO gap: 9.82 eV
relative energy (zero: lowest compared OMol25 entry of this formula, charge and spin): 162.2 kJ/mol
SMILES string: C=[N+]1C=C1C=O
electronic energy: -284.39429 Eh

Atoms and positions in Å:
1 C 1.228 -1.272 -0.027
2 N 0.735 -0.123 -0.045
3 C 0.753 1.280 -0.030
4 C -0.429 0.692 -0.055
5 C -1.863 0.381 0.039
6 O -2.198 -0.763 -0.006
7 H 2.300 -1.418 -0.004
8 H 0.567 -2.130 -0.039
9 H 1.429 2.106 -0.017
10 H -2.523 1.247 0.185

Entry 2:
Entry from OMol25: a gas-phase ion, C4H4NO2 (charge -1) in a non-equilibrium geometry (the ωB97M-V functional and the def2-TZVPD basis).

Calculated values
molecular weight: 98.1 g/mol
LUMO level: 3.84 eV
total charge: -1
HOMO energy: -3.7 eV
HOMO-LUMO gap: 7.55 eV
relative energy (zero: lowest compared OMol25 entry of this formula, charge and spin): 275.1 kJ/mol
SMILES string: CC1=N[C@@H]1C(=O)[O-]
electronic energy: -360.03097 Eh

Atoms and positions in Å:
1 C -1.756 -0.428 0.040
2 C -0.601 0.400 -0.408
3 N -0.109 1.303 -1.099
4 C 0.731 0.713 0.050
5 C 2.076 -0.360 -0.013
6 O 2.285 -0.908 -1.087
7 O 2.586 -0.403 1.093
8 H -1.560 -0.409 1.162
9 H -1.598 -1.420 -0.415
10 H -2.807 0.126 -0.223
11 H 0.754 1.385 0.900

Entry 3:
Entry from OMol25: a molecular structure, C4H4NO3S in a non-equilibrium geometry (the ωB97M-V functional and the def2-TZVPD basis).

Calculated values
molecular weight: 146.1 g/mol
LUMO level: 3.66 eV
total charge: -1
HOMO energy: -4.4 eV
HOMO-LUMO gap: 8.04 eV
relative energy (zero: lowest compared OMol25 entry of this formula, charge and spin): 397.8 kJ/mol
electronic energy: -833.44326 Eh

Atoms and positions in Å:
1 C -0.728 0.789 0.589
2 C -1.311 -0.261 0.006
3 C 1.098 -0.244 -0.030
4 C 2.564 -0.368 -0.331
5 N 0.687 0.884 0.440
6 O -3.524 -0.595 1.199
7 O -3.376 1.002 -0.661
8 O 0.272 -1.112 -0.491
9 S -3.216 -0.381 -0.228
10 H -1.383 1.608 0.871
11 H 3.054 0.548 -0.411
12 H 3.266 -1.014 0.380
13 H 2.598 -0.856 -1.334

Entry 4:
Entry from OMol25: a molecular structure, C4H4NaO5Tl in a non-equilibrium geometry (the ωB97M-V functional and the def2-TZVPD basis).

Calculated values
molecular weight: 359.4 g/mol
LUMO level: -1.01 eV
HOMO energy: -5.0 eV
HOMO-LUMO gap: 4.00 eV
relative energy (zero: lowest compared OMol25 entry of this formula, charge and spin): 9.1 kJ/mol
electronic energy: -865.75315 Eh

Atoms and positions in Å:
1 O 1.215 0.432 1.046
2 C 0.715 -0.632 0.401
3 C 0.380 0.787 2.158
4 O 1.409 -1.302 -0.348
5 O -0.281 -1.181 1.110
6 C -0.520 -0.444 2.319
7 H -0.177 1.696 1.900
8 H 1.021 0.971 3.026
9 H -1.584 -0.196 2.377
10 H -0.230 -1.078 3.164
11 Na 2.020 -1.860 -2.456
12 O -0.166 -0.045 -3.909
13 C -0.621 0.455 -2.785
14 O -1.601 1.276 -2.906
15 Tl -1.581 1.121 -5.098

Entry 5:
Entry from OMol25: a single C4H4O molecule in a non-equilibrium geometry (the ωB97M-V functional and the def2-TZVPD basis).

Calculated values
molecular weight: 68.1 g/mol
LUMO level: 0.14 eV
HOMO energy: -8.0 eV
HOMO-LUMO gap: 8.11 eV
relative energy (zero: lowest compared OMol25 entry of this formula, charge and spin): 330.9 kJ/mol
electronic energy: -229.90191 Eh

Atoms and positions in Å:
1 C 0.852 -0.408 0.179
2 C -0.031 0.238 -0.678
3 C 2.153 -0.293 0.050
4 C -1.397 0.277 -0.246
5 O 3.217 -0.071 -0.323
6 H 0.375 -0.988 0.988
7 H -2.079 0.641 -0.918
8 H -1.247 1.036 0.484
9 H -1.843 -0.432 0.463

Entry 6:
Entry from OMol25: a single C4H4O molecule in a non-equilibrium geometry (the ωB97M-V functional and the def2-TZVPD basis).

Calculated values
molecular weight: 68.1 g/mol
LUMO level: 0.51 eV
HOMO energy: -8.8 eV
HOMO-LUMO gap: 9.29 eV
relative energy (zero: lowest compared OMol25 entry of this formula, charge and spin): 317.5 kJ/mol
SMILES string: C=CC=C=O
electronic energy: -229.90702 Eh

Atoms and positions in Å:
1 C -0.326 0.924 -0.351
2 C -0.239 -0.391 0.210
3 C 0.806 -1.784 0.598
4 C 0.951 -3.064 1.092
5 O 1.165 -4.137 1.477
6 H -1.295 1.378 -0.350
7 H 0.511 1.439 -0.780
8 H -1.200 -0.732 0.584
9 H 1.811 -1.462 0.323

Entry 7:
Entry from OMol25: a single C4H4O molecule in a non-equilibrium geometry (the ωB97M-V functional and the def2-TZVPD basis).

Calculated values
molecular weight: 68.1 g/mol
LUMO level: 1.12 eV
HOMO energy: -8.9 eV
HOMO-LUMO gap: 9.99 eV
relative energy (zero: lowest compared OMol25 entry of this formula, charge and spin): 151.8 kJ/mol
SMILES string: c1ccoc1
electronic energy: -229.97013 Eh

Atoms and positions in Å:
1 C 0.991 0.557 -0.054
2 C -0.531 0.871 -0.021
3 C -1.204 -0.322 -0.130
4 O -0.380 -1.323 0.068
5 C 0.949 -0.883 0.028
6 H 1.741 1.241 -0.124
7 H -0.958 1.951 0.463
8 H -2.262 -0.429 -0.108
9 H 1.653 -1.662 -0.123

Entry 8:
Entry from OMol25: a single C4H4O molecule in a non-equilibrium geometry (the ωB97M-V functional and the def2-TZVPD basis).

Calculated values
molecular weight: 68.1 g/mol
LUMO level: -0.88 eV
HOMO energy: -9.9 eV
HOMO-LUMO gap: 9.02 eV
relative energy (zero: lowest compared OMol25 entry of this formula, charge and spin): 541.6 kJ/mol
electronic energy: -229.82167 Eh

Atoms and positions in Å:
1 C 1.253 1.979 0.143
2 C 1.356 2.836 1.046
3 C 0.932 0.532 0.098
4 C -0.278 -0.087 -0.248
5 O 1.503 1.394 -1.069
6 H 1.844 -0.060 0.470
7 H -0.135 -0.696 -1.058
8 H -0.879 0.711 -0.648
9 H -0.743 -0.703 0.469

Entry 9:
Entry from OMol25: a single C4H4O molecule in a non-equilibrium geometry (the ωB97M-V functional and the def2-TZVPD basis).

Calculated values
molecular weight: 68.1 g/mol
LUMO level: -0.08 eV
HOMO energy: -8.8 eV
HOMO-LUMO gap: 8.77 eV
relative energy (zero: lowest compared OMol25 entry of this formula, charge and spin): 515.0 kJ/mol
SMILES string: C#CCC=O
electronic energy: -229.83179 Eh

Atoms and positions in Å:
1 C 1.163 0.474 0.767
2 C 1.045 -0.659 0.167
3 C -0.257 -0.768 -0.527
4 C -1.009 0.405 -0.493
5 O -0.639 1.144 0.473
6 H 1.874 0.991 1.372
7 H -0.447 -1.423 -1.350
8 H -0.373 -1.357 0.459
9 H -1.723 1.077 -0.952

Entry 10:
Entry from OMol25: a molecular structure, C4H4O in a non-equilibrium geometry (the ωB97M-V functional and the def2-TZVPD basis).

Calculated values
molecular weight: 68.1 g/mol
LUMO level: 0.61 eV
HOMO energy: -9.0 eV
HOMO-LUMO gap: 9.60 eV
relative energy (zero: lowest compared OMol25 entry of this formula, charge and spin): 678.1 kJ/mol
electronic energy: -229.76966 Eh

Atoms and positions in Å:
1 C 0.688 0.842 -0.106
2 C 0.671 -0.327 0.867
3 C 0.730 -0.605 -0.573
4 C -0.438 -0.027 -0.004
5 O -2.197 -0.339 -0.024
6 H 0.995 1.803 -0.144
7 H 1.192 -0.523 1.688
8 H 1.027 -1.251 -1.462
9 H -2.668 0.426 -0.243

Entry 11:
Entry from OMol25: 2 unconnected molecules or ions with the total composition C4H4O in a non-equilibrium geometry (the ωB97M-V functional and the def2-TZVPD basis).

Calculated values
molecular weight: 68.1 g/mol
LUMO level (spin up / spin down): -0.49 / -0.49 eV
HOMO energy (spin up / spin down): -9.1 / -9.1 eV
HOMO-LUMO gap (spin up / spin down): 8.66 / 8.66 eV
relative energy (zero: lowest compared OMol25 entry of this formula, charge and spin): 409.9 kJ/mol
electronic energy: -229.87184 Eh

Atoms and positions in Å:
1 C -2.134 0.228 -0.193
2 C 0.692 0.065 0.044
3 C -1.246 0.565 0.688
4 C 1.628 -0.824 -0.273
5 O -2.832 -0.138 -1.072
6 H 0.740 1.124 0.275
7 H 2.697 -0.518 -0.368
8 H -1.012 1.301 1.342
9 H 1.467 -1.805 -0.443

Entry 12:
Entry from OMol25: a molecular structure, C4H4O in a non-equilibrium geometry (the ωB97M-V functional and the def2-TZVPD basis).

Calculated values
spin multiplicity: 3
molecular weight: 68.1 g/mol
LUMO level (spin up / spin down): 0.94 / -2.20 eV
HOMO energy (spin up / spin down): -5.5 / -10.8 eV
HOMO-LUMO gap (spin up / spin down): 6.49 / 8.61 eV
relative energy (zero: lowest compared OMol25 entry of this formula, charge and spin): 233.8 kJ/mol
electronic energy: -229.78959 Eh

Atoms and positions in Å:
1 C 0.915 1.575 0.861
2 C 0.282 0.552 0.801
3 C -0.247 -0.613 -1.303
4 C -0.574 -0.551 0.612
5 O -1.111 -0.265 -1.988
6 H 1.764 2.244 0.753
7 H 0.671 -1.062 -1.272
8 H -0.028 -1.408 1.005
9 H -1.674 -0.473 0.532